1.
5
Properties=species:S:1:pos:R:3:forces:R:3 method="wB97M-V/def2-TZVPD" e_lumo_ev="0.44 / -1.73" total_energy_ha=-342.45387 multiplicity=2 gap_ev="8.429 / 7.557"
H -0.76752 -1.31866 -0.27679 2.4 0.2 1.3
O 0.02072 -0.78115 0.16571 -5.3 -3.9 -1.0
C -0.81360 0.33105 0.25015 -0.5 2.2 -0.5
O -0.14125 1.33183 -0.08150 -3.1 0.6 0.8
Hg 1.70164 0.43693 -0.05757 6.5 0.9 -0.6

---

2.
61
Properties=species:S:1:pos:R:3:forces:R:3 method="wB97M-V/def2-TZVPD" e_lumo_ev=2.30 total_charge=-1 de_lowest_ev=0.934 total_energy_ha=-3927.95651 gap_ev=6.691
C 6.60129 3.16754 0.26227 -0.1 -0.2 -0.8
C 6.61788 2.20557 -0.94255 -0.3 0.4 0.5
O 5.29866 2.04784 -1.43971 0.2 -0.3 -0.3
C 4.82130 0.71799 -1.43210 0.1 -0.3 0.3
C 4.13004 0.36183 -0.13310 -0.2 -0.5 -0.3
O 4.07080 -1.02903 -0.09263 0.4 -0.4 0.2
C 3.23965 -1.50760 0.99062 -0.7 0.5 0.0
Ga 1.27774 -1.97374 0.56636 -0.1 -0.4 0.5
C -0.00068 -0.74805 1.63740 0.1 -0.2 -1.1
C -0.38996 0.55158 0.89786 -0.2 -0.4 1.4
C -1.91953 0.80878 0.84902 0.5 0.0 -0.9
C -2.42552 0.84336 -0.60322 -1.0 0.0 0.1
S -3.37379 2.33063 -0.93076 1.4 0.4 0.1
O -2.46979 3.30781 -1.41628 1.1 0.7 -1.0
O -4.11148 2.75714 0.19951 -1.6 -0.6 0.7
O -4.38676 1.98933 -2.12456 -0.1 -0.6 0.3
C 0.74084 -1.97633 -1.41371 0.1 -0.4 0.4
C 1.70581 -1.34896 -2.36890 -0.7 0.5 -0.3
O 2.79315 -2.21371 -2.60516 0.3 0.4 -0.1
C 1.07197 -1.03793 -3.75338 0.1 -1.0 1.5
F 1.70081 -0.05817 -4.37555 0.9 1.3 -0.8
F -0.21252 -0.70434 -3.70255 -1.1 0.7 0.2
F 1.12267 -2.09559 -4.53894 0.1 -1.1 -1.0
H 5.56570 3.33022 0.52807 -0.2 0.1 0.1
H 7.02891 4.11688 -0.03690 0.2 0.3 0.3
H 7.10406 2.73925 1.11802 0.3 0.1 0.2
H 7.22583 2.59454 -1.75667 0.2 0.1 -0.1
H 7.05707 1.26488 -0.62110 -0.1 -0.4 -0.1
H 4.16651 0.55671 -2.28015 -0.3 0.3 -0.2
H 5.61821 -0.01499 -1.54026 0.4 0.0 -0.1
H 3.10670 0.74816 -0.10906 -0.1 0.5 0.2
H 4.72027 0.75746 0.70227 -0.1 0.2 0.2
H 3.69682 -2.36195 1.47632 0.4 -0.3 -0.2
H 3.21938 -0.72765 1.75981 0.0 0.1 0.2
H 1.01665 -3.46706 1.15302 0.1 0.0 0.0
H -0.90030 -1.34282 1.75552 -0.1 -0.3 0.2
H 0.39890 -0.56839 2.62926 0.1 0.2 0.2
H 0.04462 0.57816 -0.09474 0.0 0.1 -0.4
H 0.03417 1.37719 1.46234 0.3 0.3 -0.2
H -2.49131 0.02410 1.33097 0.2 -0.1 0.4
H -2.11409 1.74871 1.33855 -0.3 0.3 0.2
H -1.60558 0.81378 -1.30589 0.1 0.2 -0.3
H -3.09125 0.00902 -0.80109 -0.1 -0.2 -0.1
H -3.86597 1.58612 -2.83997 -0.1 0.2 0.0
H 0.59934 -3.00326 -1.74243 0.0 -0.3 0.0
H -0.24364 -1.52532 -1.47632 -0.2 0.3 -0.1
H 2.02666 -0.37518 -1.98496 0.2 0.1 0.0
H 3.47293 -1.66730 -3.02220 0.1 -0.3 0.2
C -7.47966 -0.49303 1.84378 0.0 -0.1 -0.4
C -6.38814 -1.35841 2.42491 -0.3 0.4 -0.1
C -5.40640 -0.62128 3.30556 0.1 0.0 0.2
O -4.22050 -1.40999 3.16353 -0.2 0.0 -0.2
C -4.28057 -2.01673 1.94711 0.0 0.0 -0.1
O -3.38377 -2.58509 1.42627 0.0 -0.1 0.0
O -5.52274 -1.86696 1.39963 0.1 -0.1 0.3
H -8.19998 -1.10204 1.29689 0.0 0.0 0.1
H -8.00974 0.04294 2.63170 0.0 0.0 0.0
H -7.06615 0.22723 1.13703 0.1 0.1 0.1
H -6.82236 -2.21394 2.95138 0.1 0.0 0.1
H -5.71721 -0.58166 4.34744 0.2 -0.1 0.0
H -5.19593 0.39178 2.95241 -0.1 0.0 -0.1